C11H20I2InN3O | wB97M-V/def2-TZVPD

XYZ file:
```
38
C11H20I2InN3O (wB97M-V/def2-TZVPD)
C -3.622 1.119 -3.872
I -1.495 -2.604 -1.221
H -3.339 0.051 -4.022
H -2.972 1.787 -4.476
H -4.688 1.290 -4.109
C 2.519 2.520 -1.449
C 1.115 0.773 -1.214
N 1.712 1.812 -0.572
H 2.916 2.127 -3.575
I 2.808 -2.062 -0.300
N 1.581 0.819 -2.482
H 3.110 3.357 -1.130
In 0.239 -0.908 -0.169
C -3.450 1.367 -2.501
O -3.251 1.649 -1.393
C 2.430 1.908 -2.646
C 1.333 -0.153 -3.524
H 1.811 -1.113 -3.284
H 1.766 0.241 -4.451
H 0.259 -0.321 -3.663
C 1.682 2.105 0.844
H 1.703 3.198 0.976
H 2.578 1.690 1.339
H 0.792 1.664 1.318
C 0.459 -0.871 3.953
C -0.472 -1.421 2.898
C -0.199 -2.902 2.685
C -1.898 -1.198 3.352
N -0.345 -0.512 1.731
H 0.356 -1.434 4.888
H 0.222 0.184 4.143
H 1.502 -0.925 3.619
H -0.273 -3.409 3.655
H -0.930 -3.357 2.008
H 0.806 -3.078 2.286
H -2.067 -0.126 3.479
H -2.593 -1.550 2.586
H -2.101 -1.717 4.296
```

Frontier orbital gap (alpha / beta): 4.7 / 1.9 eV
Electronic energy: -1456.01848 a.u.
Strongest force on any atom: 2.81 eV Å⁻¹
LUMO level (alpha / beta): 4.6 / 4.6 eV
Net charge: -2
HOMO (alpha / beta): -0.1 / 2.6 eV

Atom charges from the Löwdin analysis, given in e for atoms 1 to 5: -0.254, -0.049, 0.086, 0.015, 0.059

***

C11H20I2N3OY | wB97M-V/def2-TZVPD

XYZ file:
```
38
C11H20I2N3OY (wB97M-V/def2-TZVPD)
C 2.262 3.579 -1.393
I 3.615 1.413 -0.302
H 1.393 4.188 -1.677
H 2.847 3.382 -2.299
H 2.856 4.160 -0.679
C 0.207 -2.114 -3.137
C -1.074 -0.891 -1.721
N -0.378 -2.042 -1.877
H 0.124 -0.624 -4.775
I -4.086 1.776 -0.230
N -0.885 -0.219 -2.906
H 0.790 -2.958 -3.461
Y -1.353 0.862 -0.204
C 1.792 2.270 -0.769
O 0.610 1.918 -0.629
C -0.114 -0.971 -3.784
C -1.441 1.085 -3.229
H -1.724 1.130 -4.292
H -0.702 1.890 -3.051
H -2.344 1.291 -2.617
C -0.266 -3.047 -0.845
H 0.499 -3.779 -1.130
H -1.224 -3.570 -0.697
H 0.004 -2.573 0.112
C -1.082 0.327 3.961
C -0.261 -0.364 2.885
C 1.168 0.148 2.918
C -0.276 -1.857 3.146
N -0.841 -0.048 1.544
H -0.680 0.110 4.958
H -2.124 -0.012 3.927
H -1.086 1.414 3.821
H 1.622 -0.036 3.901
H 1.786 -0.339 2.155
H 1.208 1.225 2.718
H -1.298 -2.249 3.107
H 0.324 -2.404 2.410
H 0.133 -2.071 4.142
```

Energy relative to the best compared isomer or geometry (same formula, charge and spin): 0.0 kcal/mol
Frontier orbital gap (alpha / beta): 3.7 / 0.9 eV
Electronic energy: -1304.29879 a.u.
Strongest force on any atom: 4.48 eV Å⁻¹
LUMO level (alpha / beta): 3.9 / 3.2 eV
Net charge: -2
HOMO (alpha / beta): 0.2 / 2.4 eV

Atom charges from the Löwdin analysis, given in e for atoms 1 to 5: -0.291, -0.006, 0.052, 0.031, 0.031

***

C11H20IrN5Se3SiTe2 | wB97M-V/def2-TZVPD

XYZ file:
```
43
C11H20IrN5Se3SiTe2 (wB97M-V/def2-TZVPD)
Ir -0.740 -0.297 -0.285
Se -2.887 0.546 -1.023
Te -4.219 -1.583 -1.207
Te -3.839 -2.288 1.339
Se -1.327 -2.111 1.202
N 1.414 -4.607 -2.797
C 0.529 -3.568 -2.909
C 0.417 -2.609 -1.891
N -0.409 -1.581 -2.017
C -1.143 -1.484 -3.136
C -1.021 -2.449 -4.114
N -0.200 -3.491 -4.013
H 1.761 -4.853 -1.888
H 1.300 -5.354 -3.459
H 0.973 -2.695 -0.969
H -1.802 -0.635 -3.224
H -1.626 -2.387 -5.010
C 4.609 0.612 -0.046
N 3.345 0.027 0.371
C 3.050 -0.501 1.607
C 1.752 -0.896 1.555
N 1.251 -0.625 0.299
C 2.238 -0.059 -0.374
H 5.353 0.412 0.719
H 4.501 1.689 -0.168
H 4.938 0.168 -0.983
H 3.777 -0.534 2.398
H 1.149 -1.350 2.321
H 2.173 0.303 -1.387
C -2.652 1.504 2.505
Si -1.595 2.830 1.763
C -2.630 4.190 1.023
C -0.457 3.530 3.067
Se -0.163 2.040 0.135
H -3.235 1.918 3.334
H -2.043 0.682 2.886
H -3.341 1.088 1.769
H -3.107 4.793 1.800
H -3.411 3.760 0.391
H -2.022 4.850 0.402
H -1.018 4.133 3.786
H 0.314 4.162 2.620
H 0.042 2.722 3.606
```

Energy relative to the best compared isomer or geometry (same formula, charge and spin): 0.0 kcal/mol
Frontier orbital gap (alpha / beta): 5.8 / 5.6 eV
Electronic energy: -8839.22469 a.u.
Strongest force on any atom: 1.45 eV Å⁻¹
LUMO level (alpha / beta): -0.8 / -1.1 eV
HOMO (alpha / beta): -6.6 / -6.7 eV

Atom charges from the natural (NBO) analysis, given in e for atoms 1 to 5: 0.568, -0.394, 0.051, 0.079, -0.356

***

C11H20N2O3 | wB97M-V/def2-TZVPD

XYZ file:
```
36
C11H20N2O3 (wB97M-V/def2-TZVPD)
C -2.958 -0.308 -2.343
C -2.428 -1.582 -1.561
C -1.079 -1.493 -0.645
C -0.627 -2.974 -0.323
C -1.439 -0.489 0.481
N -0.328 0.037 1.258
C 0.527 0.827 0.485
O 0.205 0.971 -0.781
C 1.688 1.355 1.329
C 2.303 2.818 1.009
C 3.731 2.591 0.424
C 3.728 1.147 0.000
N 2.879 0.471 1.086
C -2.436 -1.138 1.471
O -2.217 -1.494 2.617
O -3.733 -0.704 1.007
H -2.222 0.201 -2.988
H -3.406 0.429 -1.661
H -3.732 -0.705 -3.021
H -1.960 -1.989 -2.692
H -3.264 -2.226 -1.411
H -0.198 -1.123 -1.375
H -1.392 -3.663 0.246
H 0.200 -2.885 0.523
H -0.138 -3.283 -1.314
H -1.996 0.266 -0.119
H -0.347 0.172 2.312
H 1.305 1.226 2.357
H 1.838 3.283 0.027
H 2.516 3.770 1.645
H 3.698 3.098 -0.610
H 4.591 2.848 1.043
H 3.341 0.891 -1.108
H 4.937 0.780 0.157
H 2.713 -0.456 0.641
H -4.299 -0.669 1.832
```

Energy relative to the best compared isomer or geometry (same formula, charge and spin): 131.6 kcal/mol
Frontier orbital gap: 9.5 eV
Electronic energy: -766.21564 a.u.
Strongest force on any atom: 7.04 eV Å⁻¹
LUMO level: 0.4 eV
Structure (SMILES): CC[C@H](C)[C@H](NC(=O)[C@@H]1CCCN1)C(=O)O
HOMO: -9.1 eV

Atom charges from the natural (NBO) analysis, given in e for atoms 1 to 5: -0.619, -0.405, -0.216, -0.644, -0.188

***

C11H20N2O5 | wB97M-V/def2-TZVPD

XYZ file:
```
38
C11H20N2O5 (wB97M-V/def2-TZVPD)
C 3.682 3.971 -0.807
C 3.052 3.459 0.442
C 2.029 2.337 0.171
C 0.816 2.853 -0.615
C 1.608 1.717 1.488
N 2.816 1.159 2.256
C 0.489 0.643 1.374
O -0.536 0.581 2.058
N 0.675 -0.318 0.431
C -0.220 -1.381 0.267
C -1.545 -0.957 -0.483
C -2.667 -1.945 -0.397
C -3.868 -1.451 -1.160
O -3.896 -0.446 -1.860
O -4.940 -2.234 -1.005
C 0.493 -2.568 -0.413
O 1.533 -2.392 -0.996
O -0.173 -3.723 -0.373
H 4.464 4.701 -0.549
H 3.014 4.439 -1.527
H 4.298 3.231 -1.403
H 3.848 3.185 1.118
H 2.506 4.269 0.942
H 2.562 1.609 -0.452
H 0.226 3.564 0.010
H 0.133 2.072 -0.952
H 1.188 3.302 -1.559
H 1.171 2.566 2.051
H 2.528 0.766 3.143
H 3.154 0.353 1.748
H 1.524 -0.409 -0.153
H -0.503 -1.803 1.265
H -1.257 -0.782 -1.572
H -1.837 0.018 -0.031
H -2.399 -2.894 -0.846
H -2.871 -2.112 0.676
H -5.640 -1.893 -1.598
H 0.339 -4.420 -0.911
```

Energy relative to the best compared isomer or geometry (same formula, charge and spin): 8.4 kcal/mol
Frontier orbital gap: 9.7 eV
Electronic energy: -916.91585 a.u.
Strongest force on any atom: 3.24 eV Å⁻¹
LUMO level: 0.4 eV
Structure (SMILES): CC[C@H](C)[C@H](N)C(=O)N[C@@H](CCC(=O)O)C(=O)O
HOMO: -9.4 eV

Atom charges from the natural (NBO) analysis, given in e for atoms 1 to 5: -0.611, -0.403, -0.222, -0.619, -0.128

***

C11H20N2O5 | wB97M-V/def2-TZVPD

XYZ file:
```
38
C11H20N2O5 (wB97M-V/def2-TZVPD)
C -0.753 -0.906 2.144
C -1.105 -0.142 0.988
C 0.498 -1.675 1.750
C 1.219 -2.479 2.789
C -0.033 -2.671 0.615
C 1.240 -3.146 -0.361
C -0.550 1.666 -0.628
C -0.293 0.955 -2.004
C -0.089 2.962 -0.549
C -0.712 3.786 -1.637
C 0.114 3.738 -2.939
H -2.693 -2.082 2.750
H -1.986 -2.242 1.174
H -0.798 -0.303 3.014
H 1.144 -1.099 1.001
H 1.470 -4.023 2.053
H 0.068 -2.553 3.846
H 2.649 -1.583 3.221
H -0.736 -3.395 1.166
H -0.678 -2.043 -0.107
H 0.649 -3.811 -1.158
H 2.246 -3.691 -0.029
H 1.742 -2.150 -1.185
H 0.843 0.812 0.864
H -1.502 1.672 -0.216
H -0.615 3.373 0.335
H 1.104 3.159 -0.694
H -0.356 4.759 -1.204
H -1.903 3.655 -1.751
H 1.531 2.667 -3.285
H 0.938 -0.043 -1.149
N -1.720 -2.102 2.099
N 0.086 0.589 0.262
O -2.208 -0.272 0.337
O -1.030 1.239 -3.010
O 0.195 4.414 -3.960
O 1.220 2.908 -2.475
O 0.804 0.057 -2.070
```

Energy relative to the best compared isomer or geometry (same formula, charge and spin): 374.5 kcal/mol
Frontier orbital gap: 9.2 eV
Electronic energy: -916.33249 a.u.
Strongest force on any atom: 7.88 eV Å⁻¹
LUMO level: -0.5 eV
HOMO: -9.7 eV

Atom charges from the natural (NBO) analysis, given in e for atoms 1 to 5: -0.216, 0.735, -0.412, -0.541, -0.440